The molecule C21H31N3O4, computed with ωB97M-V with the def2-TZVPD basis set.

ΔE to the lowest compared entry with this formula, charge and spin, kcal per mole: 0.0
Strongest force on any atom, hartree/bohr: 0.0117
Energy, eV: -34942.7719
HOMO-LUMO gap, eV: 9.8

Positions of all 59 atoms, in Å:
C 4.06096 3.15754 2.18725
C 2.75595 2.51959 1.75261
O 2.84284 2.23830 0.35539
C 1.72844 1.76169 -0.21086
O 0.67903 1.62704 0.38246
N 1.89062 1.51274 -1.54323
C 0.91078 0.66752 -2.20068
C 1.47268 -0.77574 -2.28438
N 2.50988 -0.91790 -1.28871
C 2.32470 -1.29083 0.00574
O 3.19475 -1.11900 0.83924
C 1.02407 -2.03455 0.33373
N -0.13794 -1.18270 0.23106
C -1.20951 -1.51868 -0.52272
O -1.17735 -2.46222 -1.30134
C -2.42966 -0.68723 -0.34312
C -2.42784 0.61544 0.14404
C -3.61914 1.30552 0.29284
C -4.83629 0.72017 -0.02844
C -6.16004 1.42246 0.12305
C -6.11220 2.77202 0.82796
C -4.82852 -0.58051 -0.52857
C -3.64736 -1.27102 -0.69047
C 1.10917 -2.69247 1.72978
C 0.03131 -3.76444 1.86327
C 0.98641 -1.66886 2.85716
C 3.68247 -0.12313 -1.61386
C 3.22754 1.28739 -2.05515
H 4.88663 2.47881 1.99257
H 4.02264 3.37484 3.25050
H 4.22961 4.08133 1.64003
H 1.90258 3.18298 1.93175
H 2.58190 1.57888 2.28672
H -0.00936 0.70270 -1.61841
H 0.71380 1.06597 -3.19935
H 1.93769 -0.94450 -3.26046
H 0.68455 -1.51415 -2.15713
H 0.88856 -2.82980 -0.41182
H -0.15498 -0.35654 0.80903
H -1.50641 1.12121 0.38854
H -3.58341 2.31618 0.66740
H -6.83484 0.75799 0.67111
H -6.59025 1.55580 -0.87494
H -5.68050 2.67327 1.82140
H -5.52612 3.48970 0.25873
H -7.12041 3.16724 0.93245
H -5.76512 -1.05136 -0.79280
H -3.64091 -2.27706 -1.08251
H 2.09538 -3.16173 1.79783
H 0.08953 -4.23714 2.84083
H -0.95800 -3.32447 1.75260
H 0.14911 -4.53118 1.10108
H 1.17441 -2.15204 3.81313
H -0.01210 -1.23718 2.88742
H 1.71820 -0.87693 2.72674
H 4.24731 -0.61941 -2.40868
H 4.29597 -0.07217 -0.71286
H 3.89990 2.05373 -1.67433
H 3.17641 1.36675 -3.14344

Löwdin atomic charge list, values in e, 5 entries: C -0.0576; C -0.2124; O 0.0070; C -0.5316; O 0.0728